Below is one molecule with the formula C9H10ClN at a distorted geometry, with properties calculated with ωB97M-V/def2-TZVPD.

Last column: Mulliken charge in e.
Geometry (Å):
C1 -0.1270 -1.9358 0.0672  -0.653
C2 -2.0566 1.0347 -0.4252  -0.538
C3 0.0019 0.6142 0.2372  -0.099
C4 -0.9032 1.6421 -0.0330  0.460
C5 -0.6104 -0.6312 -0.0298  0.696
C6 2.2650 0.0606 0.6785  -0.258
C7 1.2659 -2.1546 0.4236  -0.337
C8 2.2093 -1.1444 -0.1763  -0.828
C9 -0.7834 3.0957 0.1495  -1.183
N1 -1.8772 -0.3262 -0.5169  -0.055
Cl1 3.3116 1.1685 -0.0361  -0.151
H1 -0.7370 -2.8901 -0.1584  0.212
H2 -2.9166 1.6540 -0.7126  0.371
H3 1.4333 -1.9467 1.5581  0.325
H4 1.5472 -3.1389 0.0916  0.381
H5 1.9342 -0.9234 -1.2762  0.309
H6 3.2732 -1.6363 -0.3082  0.340
H7 -1.0882 3.3777 1.1178  0.281
H8 -1.3654 3.5738 -0.6424  0.391
H9 0.2745 3.3182 -0.0817  0.280
H10 -2.4938 -0.9958 -0.7520  0.056

The value obtained for the LUMO energy (spin up / spin down) is -1.21 / -1.20 eV. The calculation puts the energy above the lowest of the compared OMol25 structures with the same formula, charge and spin at 619.3 kJ/mol. The HOMO-LUMO gap (spin up / spin down) is 5.471 / 5.481 eV. The value obtained for the strongest force on any atom is 4.00 eV/Å. For the molecular weight, the calculation gives 167.64 g mol⁻¹.